Below is a molecular structure, C33H38CrN4 in a non-equilibrium geometry, with properties calculated with ωB97M-V/def2-TZVPD.

Computed properties:
**HOMO (alpha / beta)**: -0.468 / -2.190 eV
**Total charge**: -1
**Gap between HOMO and LUMO (alpha / beta)**: 3.2 / 4.9 eV
**Spin multiplicity**: 4
**E_tot**: -69217.411 eV

```
76
Properties=species:S:1:pos:R:3:forces:R:3
Cr 0.370155 0.104973 1.289182 -0.956 -0.143 -1.367
N -0.999826 -2.800006 2.418190 0.011 -1.116 0.765
N -1.614913 0.034220 0.699756 1.179 0.260 0.809
N 1.782031 -1.790192 0.361789 0.638 0.453 0.205
N 1.710818 -0.703905 -1.562599 0.768 -1.202 1.119
C -0.237576 2.004131 2.429564 1.443 -0.418 -0.078
C -1.538966 2.553756 2.881961 -0.528 -0.297 0.019
C 2.971655 -2.072768 -0.327477 0.030 0.306 -0.127
C -1.953402 -3.728009 2.490045 0.108 -0.126 -0.656
C 0.609806 1.112226 3.157604 0.563 0.827 -0.072
C -0.302611 -0.571728 -2.836751 0.079 0.206 -0.733
C 0.734965 1.730576 -4.086898 -0.300 -0.077 -0.144
C -0.618093 1.395610 -4.237968 0.251 -0.623 0.103
C 1.099902 -1.965570 1.741452 -0.443 0.171 -2.075
C -0.058964 -3.982679 0.553093 -0.177 -0.106 0.092
C 1.598141 0.949165 -3.316306 -1.287 -0.089 -0.200
C 1.776747 1.856665 1.282952 -0.484 -0.395 0.462
C -1.098791 0.194787 -3.688195 0.438 0.116 -0.045
C -1.569473 2.266006 -5.006187 -0.005 0.087 -0.095
C -4.304400 -0.098046 -0.035315 -1.429 -0.465 -0.856
C -2.543787 -0.422529 1.581294 -2.109 -0.667 -0.046
C 0.240893 0.441333 4.439728 -0.302 -0.279 0.379
C 2.862865 2.159006 0.301068 0.267 0.024 -0.288
C 1.017905 -0.131708 -2.656385 0.238 0.288 0.785
C 3.124408 0.346806 2.945969 0.029 -0.070 -0.016
C -0.799770 -1.849160 -2.208165 -0.723 -0.463 0.291
C -2.046026 0.630337 -0.442093 -1.379 0.123 -1.260
C 1.071866 -0.870091 -0.353621 0.529 0.528 0.384
C -0.089265 3.357816 0.226452 -0.293 0.294 -0.528
C -3.875644 -0.596130 1.199694 1.458 -0.030 1.322
C 0.439706 2.386529 1.232670 0.655 -0.080 0.815
C -3.375953 0.550404 -0.857869 1.908 0.591 -0.046
C -1.128957 -4.893572 0.573150 0.536 0.474 0.138
C -0.005884 -2.950072 1.530144 0.299 0.104 0.419
C 3.046589 1.247890 -3.198956 0.569 0.289 0.009
C -2.095373 -4.780747 1.574572 0.065 0.384 0.553
C 1.900566 1.053431 2.464910 -1.234 0.819 0.028
C 2.953333 -1.364271 -1.502962 -0.555 -1.051 0.120
H -1.054548 3.181688 -5.313334 -0.276 -0.025 -0.014
H -0.734245 -0.076571 4.338098 0.446 0.271 0.110
H -1.162049 -5.716495 -0.145396 -0.025 0.306 0.132
H -1.412611 3.447648 3.507017 0.163 -0.039 -0.141
H 0.162008 1.154489 5.279688 0.073 -0.210 -0.136
H 0.971131 -0.336785 4.708149 -0.153 0.258 -0.052
H -2.079094 1.827740 3.487971 -0.121 -0.072 -0.021
H -1.293506 1.123393 -1.073794 -0.324 -0.252 0.397
H 3.563188 2.924727 0.680513 -0.259 -0.103 -0.081
H 0.754473 -4.079647 -0.184524 -0.524 0.050 0.433
H -3.635200 0.987215 -1.827741 -0.058 -0.082 0.356
H 3.727312 -2.766801 0.022912 -0.157 0.239 0.040
H 3.900148 0.365550 2.174105 -0.006 -0.021 0.126
H 3.647596 -1.370653 -2.343522 -0.325 -0.192 0.422
H -2.440456 2.513561 -4.380905 0.264 0.061 -0.231
H 3.226461 2.308874 -3.005137 -0.007 -0.064 -0.077
H 3.517188 0.821570 3.853515 0.073 -0.081 -0.093
H 0.227500 3.096686 -0.801478 -0.098 0.129 0.400
H -5.327008 -0.242842 -0.388204 0.207 0.011 0.188
H -1.197200 3.382935 0.214981 0.589 -0.120 0.020
H -1.939784 1.750399 -5.902714 0.057 0.144 0.136
H 2.908827 -0.702079 3.173310 0.198 0.205 0.086
H -2.109395 -0.143022 -3.932410 0.191 0.209 0.286
H 2.439910 2.527415 -0.648339 0.175 -0.159 0.321
H -2.176974 2.816250 2.034753 -0.018 -0.060 0.101
H -1.884191 -1.974610 -2.452732 0.861 0.007 0.161
H 0.252298 4.392686 0.433611 -0.059 -0.392 -0.080
H 3.522361 0.673902 -2.404477 -0.071 0.322 -0.083
H 3.469795 1.269564 0.082375 -0.166 0.136 -0.041
H 3.546043 0.984812 -4.137429 0.052 0.076 0.041
H 1.692273 -2.053965 2.670950 -0.064 -0.315 -0.989
H -2.934163 -5.465993 1.708770 0.326 0.074 -0.267
H -4.540198 -1.139119 1.877563 0.052 0.384 -0.132
H -0.229742 -2.731163 -2.604830 -0.412 0.687 0.381
H 1.127596 2.626674 -4.571600 -0.130 -0.131 0.082
H -2.649428 -3.627573 3.324293 -0.044 0.075 -0.249
H -2.196032 -0.723819 2.575138 -0.079 0.054 -0.527
H -0.714994 -1.831158 -1.086629 -0.209 -0.027 -1.190
```
Positions in Å, forces in eV/Å.

Below is a molecular structure, C33H38FeN6S in a non-equilibrium geometry, with properties calculated with ωB97M-V/def2-TZVPD.

Computed properties:
**HOMO (alpha / beta)**: -10.249 / -10.225 eV
**Total charge**: +1
**Gap between HOMO and LUMO (alpha / beta)**: 7.7 / 6.8 eV
**Spin multiplicity**: 6
**E_tot**: -88996.003 eV

```
79
Properties=species:S:1:pos:R:3:forces:R:3
Fe 0.090578 0.408808 0.190528 -0.630 -0.574 0.291
S 2.826188 -2.201322 2.814799 0.044 -0.034 0.109
N 1.552683 1.436857 -0.868292 -0.074 -0.014 0.045
N -1.149753 1.428423 1.298137 0.350 0.039 0.287
N 1.686449 -0.287348 1.543717 0.319 0.593 -0.090
N -1.744048 0.434791 -1.202275 0.403 -0.001 -0.291
N 3.197751 2.650494 -1.997570 0.074 -0.101 0.102
N 1.250391 3.712332 -1.384304 -0.039 -0.021 0.177
C -3.545928 -0.981280 -4.189209 -0.010 0.042 0.000
C 1.883946 4.989553 -1.062240 0.003 0.025 -0.070
C -3.358987 -0.302816 -2.988853 -0.094 0.030 0.105
C -2.230561 -3.237615 1.114522 0.044 0.000 -0.133
C -1.430868 -3.833058 2.082957 0.006 -0.004 0.016
C 3.412600 3.487155 -3.174566 0.018 0.006 0.010
C -4.641134 0.255736 -2.394986 0.170 0.083 -0.041
C -2.513534 -1.608745 -4.855243 0.020 -0.024 0.007
C -2.331918 2.802865 2.629837 0.014 0.006 -0.044
C 0.262122 -2.189017 1.660564 -0.282 -0.434 0.096
C 3.429180 1.498149 1.713078 -0.046 -0.035 0.077
C -0.173381 -3.320783 2.349024 0.143 -0.015 0.032
C -0.534169 -1.596943 0.689108 0.202 0.925 -0.401
C -5.016750 1.627671 -2.970686 -0.037 -0.065 0.056
C -2.494725 1.356686 -0.694260 -0.099 0.041 -0.184
C -2.051984 -0.221165 -2.442056 -0.024 0.149 0.068
C 4.189078 1.600865 -1.818552 0.008 0.041 -0.057
C 4.689424 1.812271 2.179936 0.006 -0.013 0.009
C 5.460294 0.870905 2.871597 0.034 0.026 -0.020
C -1.259956 -1.586022 -4.282936 0.021 -0.017 0.009
C 4.974946 -0.396343 3.118183 -0.095 -0.060 0.021
C -0.162376 3.664216 -1.065460 -0.004 -0.029 0.054
C -2.264505 1.840712 0.614349 -0.105 0.176 0.050
C 1.338372 -0.111222 -3.500403 -0.052 -0.012 0.034
C 3.699515 -0.709484 2.653940 0.121 0.006 -0.017
C 2.931530 0.214859 1.943537 -0.191 -0.084 -0.103
C 1.511299 -1.513096 1.953190 -0.024 -0.088 0.055
C -1.013839 -0.912363 -3.091981 0.157 0.027 -0.009
C -1.194862 2.017686 2.518680 0.030 0.025 -0.080
C 1.978334 2.570153 -1.395055 0.157 -0.125 -0.095
C -1.775787 -2.131879 0.397750 -0.032 -0.333 0.152
C -3.014469 2.696927 1.405060 -0.042 0.128 0.100
C 0.423754 -0.969363 -2.624597 -0.106 0.083 -0.333
H -3.216388 -3.636896 0.910754 0.016 -0.032 -0.002
H 2.823903 2.216826 1.181918 0.002 0.070 0.043
H 1.075650 0.945147 -3.417246 0.002 -0.041 -0.057
H 2.210409 0.700151 -1.102966 -0.035 0.054 -0.131
H 4.058524 0.783803 -2.535811 0.033 0.045 0.021
H -0.416703 1.850709 3.247863 0.004 -0.016 -0.013
H 2.964071 4.915156 -1.128046 -0.007 0.000 0.014
H -4.605439 0.276954 -1.306279 -0.012 0.002 0.046
H -3.948666 3.162208 1.129506 0.020 0.002 0.018
H -2.623435 3.371130 3.497515 -0.030 -0.001 -0.019
H 2.516824 4.053569 -3.406822 0.002 -0.008 -0.005
H -4.209030 2.357147 -2.885400 -0.004 0.008 -0.012
H 5.561340 -1.124465 3.662068 0.011 0.013 -0.002
H 5.090348 2.803373 2.012590 -0.014 0.002 0.005
H -4.549956 -1.025451 -4.595402 0.012 -0.012 0.004
H 0.516055 -0.679832 -1.579891 0.032 -0.211 -0.069
H 3.649653 2.850194 -4.029567 0.003 -0.011 0.002
H -0.439672 -2.111374 -4.758607 -0.007 0.004 -0.005
H 1.234797 -0.398809 -4.545976 0.026 -0.013 -0.007
H 5.177136 2.030499 -1.976602 0.005 0.006 0.008
H 0.751396 -2.009433 -2.672853 0.014 -0.012 0.087
H 1.617148 5.283634 -0.043640 -0.018 -0.014 0.005
H -0.342474 3.657191 0.012546 -0.013 0.004 0.039
H 0.457955 -3.777899 3.103574 -0.060 -0.013 0.022
H -2.396346 -1.709827 -0.380717 -0.050 0.006 0.106
H -5.898384 2.031917 -2.471480 0.007 -0.003 -0.021
H -5.440930 -0.437511 -2.656798 0.002 -0.038 0.086
H 6.447453 1.140464 3.221562 -0.010 0.007 0.005
H 1.538424 5.766743 -1.744359 0.007 -0.007 -0.016
H -0.598002 2.776567 -1.510521 -0.046 -0.016 -0.049
H -1.790938 -4.690142 2.635469 -0.003 -0.009 -0.017
H 4.157150 1.206360 -0.805464 0.028 0.012 0.028
H 4.243682 4.176686 -3.019195 -0.001 0.009 0.007
H -3.288158 1.836885 -1.246493 -0.209 -0.146 -0.060
H -2.690233 -2.132180 -5.784997 -0.007 -0.008 0.009
H 2.387258 -0.238640 -3.221249 -0.077 -0.013 -0.048
H -5.243244 1.532878 -4.032923 0.016 0.019 -0.003
H -0.643890 4.543620 -1.491895 -0.003 -0.007 -0.013
```
Positions in Å, forces in eV/Å.

spin multiplicity of number 1 (C33H38CrN4)? 4